# 1
Computed, not measured: a cluster of 5 separate species, C36H78N4O5 in total in a non-equilibrium geometry, with ωB97M-V/def2-TZVPD.

Output
**LUMO**: 0.5 eV
**E_HOMO**: -8.0 eV
**SMILES**: CC1(C)CCCC(C)(C)N1O.CC1(C)CCCC(C)(C)N1O.CC1(C)CCCC(C)(C)N1O.CC1(C)CCCC(C)(C)N1O.O
**Kohn-Sham gap**: 8.5 eV
**Relative energy (zero: lowest compared OMol25 entry of this formula, charge and spin)**: 16.6 kcal/mol

Last column: Mulliken charge in e.
Atoms and positions in Å:
C: 4.600 1.498 0.299  -1.624
C: 3.718 2.466 1.096  1.576
C: 4.070 3.882 0.691  -2.065
C: 2.229 2.286 0.777  -0.910
C: 1.584 1.115 1.466  0.462
C: 1.870 1.058 2.966  -0.415
C: 3.336 1.229 3.320  2.094
C: 3.451 1.613 4.801  -2.245
C: 4.101 -0.088 3.128  -2.047
N: 3.882 2.341 2.537  0.358
O: 5.235 2.617 2.891  -0.533
H: 5.654 1.704 0.495  0.405
H: 4.393 0.456 0.530  0.259
H: 4.462 1.661 -0.775  0.355
H: 3.418 4.585 1.218  0.480
H: 5.102 4.140 0.925  0.447
H: 3.888 4.036 -0.374  0.311
H: 1.742 3.202 1.124  0.374
H: 2.073 2.202 -0.301  -0.122
H: 0.504 1.074 1.300  -0.312
H: 1.835 0.163 0.971  0.105
H: 1.513 0.074 3.290  0.437
H: 1.243 1.787 3.488  -0.311
H: 2.898 0.898 5.409  0.320
H: 3.026 2.607 4.965  0.390
H: 4.500 1.652 5.092  0.585
H: 3.903 -0.779 3.949  0.469
H: 5.166 0.120 3.024  0.371
H: 3.795 -0.633 2.230  0.363
H: 5.148 3.361 3.493  0.348
C: 2.138 -0.348 -2.428  -0.622
C: 2.094 0.455 -3.722  1.148
C: 2.165 1.944 -3.356  -1.425
C: 3.319 0.037 -4.547  -1.302
C: 3.228 0.412 -6.012  -0.718
C: 1.941 -0.172 -6.586  -1.354
C: 0.663 0.256 -5.863  1.630
C: 0.354 1.730 -6.241  -1.699
C: -0.463 -0.643 -6.313  -1.986
N: 0.887 0.088 -4.439  0.522
O: -0.288 0.275 -3.673  -0.013
H: 1.991 -1.401 -2.647  0.577
H: 3.058 -0.178 -1.864  0.459
H: 1.354 0.032 -1.772  -0.879
H: 2.247 2.597 -4.229  0.304
H: 1.305 2.284 -2.775  0.337
H: 3.066 2.139 -2.768  0.296
H: 4.209 0.440 -4.057  0.431
H: 3.402 -1.053 -4.472  0.424
H: 3.240 1.497 -6.154  0.313
H: 4.049 0.016 -6.612  0.427
H: 2.014 -1.267 -6.547  0.373
H: 1.875 0.079 -7.648  0.409
H: -0.087 1.792 -7.237  0.482
H: 1.235 2.362 -6.197  0.325
H: -0.414 2.090 -5.548  0.275
H: -0.231 -1.642 -5.931  0.374
H: -0.546 -0.719 -7.395  0.518
H: -1.413 -0.318 -5.889  0.357
H: -0.353 1.232 -3.531  0.257
C: -4.432 -0.747 -1.700  -1.868
C: -3.900 -2.088 -2.135  1.547
C: -4.903 -3.213 -1.797  -1.746
C: -3.746 -2.083 -3.651  -1.330
C: -2.780 -3.107 -4.223  -0.743
C: -1.423 -3.061 -3.527  -0.568
C: -1.536 -3.175 -2.003  1.501
C: -1.808 -4.656 -1.643  -1.811
C: -0.176 -2.837 -1.385  -1.123
N: -2.607 -2.322 -1.509  1.147
O: -2.670 -2.267 -0.107  -0.314
H: -5.388 -0.525 -2.182  0.441
H: -4.533 -0.643 -0.621  0.326
H: -3.754 0.042 -2.040  0.273
H: -5.110 -3.285 -0.725  0.350
H: -5.875 -2.994 -2.256  0.456
H: -4.628 -4.187 -2.196  0.314
H: -4.720 -2.168 -4.139  0.444
H: -3.389 -1.100 -3.988  0.280
H: -3.163 -4.133 -4.180  0.512
H: -2.690 -2.917 -5.297  0.407
H: -0.872 -2.145 -3.750  -0.527
H: -0.902 -3.950 -3.890  0.333
H: -2.603 -5.088 -2.249  0.358
H: -2.039 -4.782 -0.580  0.361
H: -0.933 -5.291 -1.810  0.458
H: -0.143 -3.124 -0.335  0.484
H: 0.187 -1.829 -1.553  -0.531
H: 0.558 -3.445 -1.927  0.461
H: -2.965 -3.139 0.196  0.251
C: -3.953 1.458 4.348  -1.989
C: -2.551 0.995 3.912  2.195
C: -2.594 0.686 2.430  -2.749
C: -1.557 2.125 4.125  -0.776
C: -1.073 2.307 5.546  -0.847
C: -0.626 0.982 6.175  -0.910
C: -1.673 -0.124 6.037  1.581
C: -0.953 -1.458 6.333  -1.967
C: -2.808 0.051 7.049  -1.845
N: -2.099 -0.170 4.647  0.888
O: -2.849 -1.320 4.333  -0.545
H: -4.447 2.105 3.611  0.463
H: -4.604 0.621 4.593  0.350
H: -3.931 2.161 5.192  0.331
H: -1.643 0.286 2.071  0.234
H: -3.336 -0.092 2.222  0.621
H: -2.885 1.542 1.825  0.524
H: -0.770 2.107 3.364  -0.157
H: -2.027 3.078 3.830  0.491
H: -0.182 2.949 5.526  0.453
H: -1.760 2.863 6.187  0.481
H: -0.473 1.144 7.245  0.491
H: 0.314 0.675 5.711  0.103
H: -0.196 -1.297 7.105  0.448
H: -0.408 -1.828 5.462  0.354
H: -1.633 -2.246 6.658  0.350
H: -3.594 -0.679 6.840  0.354
H: -3.258 1.039 6.954  0.318
H: -2.489 -0.097 8.081  0.444
H: -2.227 -1.885 3.866  0.307
O: -1.008 0.306 -0.330  -0.660
H: -0.471 0.019 -1.072  0.097
H: -1.669 -0.391 -0.243  0.257

***

# 2
Computed, not measured: a cluster of 5 separate species, C36H79I3N6O5PS in total in a non-equilibrium geometry, with ωB97M-V/def2-TZVPD.

Output
**LUMO**: -3.0 eV
**E_HOMO**: -10.3 eV
**Kohn-Sham gap**: 7.4 eV
**Net charge**: +1
**Relative energy (zero: lowest compared OMol25 entry of this formula, charge and spin)**: 162.0 kcal/mol

Last column: Mulliken charge in e.
Atoms and positions in Å:
C: 4.168 0.103 -4.404  -0.381
C: 3.509 -0.930 -4.915  -0.570
C: 2.777 -2.221 -5.518  -0.320
C: 2.406 -3.381 -4.459  0.204
C: 3.810 -4.082 -4.089  -1.049
C: 4.896 -3.346 -3.206  -0.866
C: 4.472 -2.407 -1.997  -0.423
I: 6.350 -1.436 -1.302  0.057
C: 1.759 -4.575 -5.410  -1.201
C: 0.376 -4.091 -6.038  -0.506
C: -0.609 -3.221 -5.074  -1.300
I: -2.261 -4.677 -4.700  0.249
C: -1.282 -2.118 -6.077  -0.031
C: -2.188 -2.763 -7.271  -0.264
O: -3.471 -2.670 -7.176  -0.475
I: -1.472 -3.700 -9.093  0.082
C: 0.056 -2.624 -3.737  0.888
S: 0.215 -0.724 -3.996  -0.058
C: -1.004 -2.565 -2.472  -0.258
C: -2.329 -1.695 -2.715  -0.146
C: -3.369 -2.128 -1.505  -0.727
C: -3.551 -0.850 -0.488  -0.280
N: -4.284 -1.199 0.773  -0.677
N: 1.443 -3.051 -3.366  1.243
P: 1.625 -4.361 -2.118  0.277
C: 0.336 -5.774 -2.381  -1.060
C: 1.220 -3.755 -0.345  -0.510
C: 1.751 -2.288 0.028  -0.469
H: 4.358 1.053 -3.761  0.277
H: 1.857 -1.797 -6.100  0.129
H: 3.478 -2.627 -6.358  0.639
H: 4.321 -4.197 -5.142  0.531
H: 3.735 -5.202 -3.766  0.448
H: 5.576 -2.711 -3.913  0.424
H: 5.623 -4.155 -2.776  0.375
H: 4.163 -3.067 -1.113  0.370
H: 3.779 -1.525 -2.226  -0.114
H: 1.784 -5.602 -4.902  0.364
H: 2.524 -4.649 -6.290  0.508
H: 0.640 -3.416 -6.955  0.370
H: -0.148 -5.022 -6.508  0.352
H: -0.443 -1.525 -6.637  0.464
H: -2.007 -1.390 -5.557  0.372
H: 0.365 -0.224 -2.705  -0.029
H: -1.294 -3.585 -2.056  0.222
H: -0.416 -1.959 -1.662  -0.341
H: -2.203 -0.548 -2.541  0.285
H: -2.915 -1.910 -3.675  0.071
H: -2.960 -2.979 -0.849  0.233
H: -4.372 -2.492 -1.941  0.356
H: -4.023 0.013 -1.086  0.291
H: -2.456 -0.512 -0.254  0.101
H: -5.134 -0.584 0.759  0.326
H: -3.711 -0.776 1.542  0.289
H: 1.860 -2.217 -2.868  0.004
H: 0.175 -6.040 -3.482  0.247
H: 0.868 -6.705 -1.912  0.466
H: -0.621 -5.631 -1.763  0.356
H: 1.635 -4.576 0.375  0.475
H: 0.063 -3.805 -0.208  0.301
H: 2.826 -2.274 0.473  0.372
H: 1.070 -1.892 0.891  0.436
H: 1.627 -1.510 -0.827  -0.390
C: 9.671 3.645 1.828  -1.430
C: 8.300 3.067 1.489  0.415
C: 8.243 1.528 1.571  -0.661
O: 8.840 0.859 0.461  -0.246
C: 10.249 0.719 0.547  -0.733
N: 7.893 3.554 0.164  -0.700
H: 10.396 3.508 1.023  0.294
H: 9.596 4.722 2.007  0.359
H: 10.077 3.186 2.735  0.345
H: 7.593 3.461 2.230  0.386
H: 7.189 1.229 1.560  0.273
H: 8.659 1.158 2.516  0.405
H: 10.587 0.567 1.576  0.327
H: 10.740 1.590 0.109  0.244
H: 10.539 -0.153 -0.044  0.245
H: 6.939 3.241 -0.019  0.174
H: 8.448 3.047 -0.528  0.348
C: -2.752 -0.129 5.946  -1.448
C: -2.807 0.861 4.786  0.137
C: -3.734 2.066 5.049  -0.681
O: -5.123 1.776 4.916  -0.328
C: -5.713 1.190 6.065  -0.513
N: -3.191 0.142 3.563  -0.694
H: -3.649 -0.748 6.014  0.301
H: -1.905 -0.812 5.822  0.352
H: -2.621 0.391 6.899  0.360
H: -1.792 1.252 4.648  0.397
H: -3.519 2.827 4.290  0.319
H: -3.525 2.531 6.020  0.439
H: -5.278 1.571 6.994  0.317
H: -5.624 0.103 6.020  0.250
H: -6.779 1.431 6.059  0.052
H: -3.138 0.787 2.775  0.307
H: -4.189 -0.066 3.636  0.373
C: -10.538 4.225 3.649  -1.472
C: -9.367 3.500 4.306  0.445
C: -9.297 3.702 5.834  -0.379
O: -8.784 4.970 6.235  -0.400
C: -9.741 6.018 6.234  -0.640
N: -8.120 3.915 3.648  -0.708
H: -10.374 5.302 3.567  0.275
H: -10.695 3.851 2.632  0.368
H: -11.464 4.062 4.208  0.350
H: -9.509 2.428 4.123  0.379
H: -8.598 2.962 6.240  0.060
H: -10.265 3.506 6.311  0.414
H: -10.737 5.669 6.521  0.298
H: -9.772 6.496 5.253  0.231
H: -9.417 6.771 6.956  0.260
H: -7.352 3.361 4.027  0.204
H: -7.912 4.863 3.967  0.334
C: 1.247 2.287 -0.899  -1.580
C: 2.417 1.568 -0.231  2.136
C: 2.483 1.785 1.295  -0.761
O: 2.995 3.057 1.684  -0.409
C: 2.038 4.105 1.669  -0.678
N: 3.665 1.976 -0.889  -0.498
H: 1.411 3.362 -0.991  0.349
H: 1.093 1.901 -1.912  0.312
H: 0.319 2.129 -0.340  0.346
H: 2.275 0.494 -0.403  -1.258
H: 3.180 1.049 1.710  0.352
H: 1.513 1.594 1.772  0.418
H: 1.041 3.760 1.958  0.282
H: 2.009 4.573 0.683  0.258
H: 2.361 4.866 2.383  0.269
H: 4.431 1.426 -0.502  0.134
H: 3.872 2.928 -0.580  0.314

***

# 3
Computed, not measured: a structure of composition C36H81ClIN4O21P4S7 in a non-equilibrium geometry, with ωB97M-V/def2-TZVPD.

Output
**LUMO**: -5.1 eV
**E_HOMO**: -10.8 eV
**Kohn-Sham gap**: 5.6 eV
**Net charge**: +1
**Relative energy (zero: lowest compared OMol25 entry of this formula, charge and spin)**: 0.0 kcal/mol

Last column: Mulliken charge in e.
Atoms and positions in Å:
C: 1.970 6.872 1.991  -1.255
C: 2.150 6.032 0.731  -0.029
O: 1.427 4.779 0.916  -0.129
C: 2.052 3.657 0.412  -1.259
N: 0.960 2.728 -0.105  -0.062
I: -0.045 2.331 1.807  0.446
C: 1.536 1.390 -0.491  -0.159
C: 2.914 1.470 -1.166  -1.541
C: 0.481 0.482 -1.141  0.120
C: 1.021 -0.933 -1.291  -1.497
C: 0.872 -1.742 0.030  -0.623
C: 0.188 -3.089 -0.221  -0.746
O: -0.030 -3.833 0.939  -0.433
C: -1.056 -3.325 1.772  -0.480
C: -0.269 1.132 -2.341  2.926
C: -1.200 0.090 -2.985  -1.660
P: 0.934 1.618 -3.733  0.157
O: -0.084 1.696 -5.009  -0.507
Cl: 1.988 -0.105 -4.176  -0.205
C: -0.937 2.449 -1.872  2.190
C: -1.576 3.301 -3.023  -2.724
C: -2.857 2.796 -3.698  0.576
C: -3.474 3.991 -4.455  -1.378
S: -5.042 3.570 -5.267  -0.134
C: -5.821 2.388 -4.178  0.379
S: -6.049 0.872 -4.686  -0.225
N: -6.222 2.818 -2.925  0.238
C: -5.807 3.954 -2.248  -0.300
C: -6.439 3.967 -1.041  -0.517
N: -7.257 2.846 -0.938  -0.558
C: -7.111 2.186 -2.042  -0.150
P: -2.346 2.262 -0.586  -0.146
P: -3.521 0.473 -0.506  0.430
O: -4.553 0.819 0.476  -0.501
O: -2.633 -0.744 0.064  -0.287
O: -4.218 0.052 -1.898  -0.342
C: 0.059 3.417 -1.102  -2.245
P: 0.874 4.754 -2.177  0.253
N: 0.047 6.092 -2.143  -0.653
H: 1.253 7.667 1.829  0.363
H: 1.557 6.232 2.768  0.300
H: 2.913 7.250 2.370  0.338
H: 1.664 6.542 -0.099  0.153
H: 3.200 5.864 0.502  0.377
H: 2.530 3.112 1.229  0.534
H: 2.814 3.860 -0.332  0.699
H: 1.726 0.880 0.450  0.421
H: 3.120 0.664 -1.854  0.332
H: 3.691 1.471 -0.406  0.399
H: 3.033 2.400 -1.722  0.412
H: -0.289 0.403 -0.365  0.006
H: 2.085 -0.973 -1.496  0.249
H: 0.555 -1.532 -2.067  0.884
H: 0.390 -1.174 0.826  0.307
H: 1.863 -2.001 0.400  0.277
H: 0.891 -3.671 -0.815  0.383
H: -0.722 -2.956 -0.830  0.280
H: -1.260 -4.084 2.520  0.332
H: -0.727 -2.432 2.306  0.281
H: -1.960 -3.123 1.196  0.086
H: -0.666 -0.486 -3.736  0.706
H: -1.508 -0.655 -2.253  0.113
H: -2.093 0.476 -3.458  -0.138
H: 0.183 1.079 -5.703  0.402
H: -0.896 3.515 -3.844  0.263
H: -1.833 4.252 -2.555  0.777
H: -2.584 2.099 -4.484  0.324
H: -3.631 2.413 -3.045  -0.685
H: -2.805 4.260 -5.271  0.565
H: -3.558 4.863 -3.809  0.557
H: -5.109 4.687 -2.598  0.426
H: -6.345 4.690 -0.254  0.432
H: -7.549 1.256 -2.356  0.387
H: -3.333 3.177 -0.990  0.052
H: -2.762 -1.543 -0.462  0.225
H: -4.302 -0.909 -1.966  0.363
H: -0.593 4.050 -0.502  1.258
H: 1.007 4.323 -3.500  0.074
H: 2.179 5.061 -1.748  0.242
H: -0.773 6.030 -1.552  0.193
O: 5.553 -2.544 0.500  -0.726
S: 5.302 -3.697 -0.316  1.328
O: 3.967 -4.195 -0.462  -0.544
O: 6.260 -4.869 0.122  -0.260
C: 6.285 -5.255 1.519  -0.398
C: 5.092 -6.104 1.899  -0.873
C: 5.996 -3.442 -1.913  -0.952
H: 6.367 -4.368 2.147  0.347
H: 7.204 -5.824 1.643  0.300
H: 4.168 -5.526 1.862  0.268
H: 5.208 -6.493 2.910  0.403
H: 4.982 -6.938 1.206  0.171
H: 7.020 -3.099 -1.800  0.334
H: 5.394 -2.686 -2.412  0.326
H: 5.955 -4.380 -2.463  0.308
O: 5.477 -8.468 -1.930  -0.659
S: 5.000 -9.562 -1.139  1.330
O: 4.968 -9.468 0.288  -0.606
O: 5.777 -10.880 -1.558  -0.317
C: 7.221 -10.845 -1.552  -0.331
C: 7.796 -10.957 -0.155  -0.952
C: 3.412 -10.050 -1.714  -0.997
H: 7.571 -9.944 -2.058  0.317
H: 7.532 -11.696 -2.154  0.286
H: 7.568 -10.073 0.439  0.262
H: 8.880 -11.064 -0.205  0.386
H: 7.377 -11.818 0.365  0.266
H: 3.449 -10.161 -2.794  0.322
H: 2.714 -9.263 -1.436  0.367
H: 3.138 -10.985 -1.233  0.325
O: 3.478 8.877 -4.985  -0.654
S: 2.475 9.656 -5.646  1.265
O: 1.834 10.734 -4.964  -0.612
O: 1.366 8.668 -6.218  -0.305
C: 0.786 7.728 -5.293  -0.259
C: -0.250 8.355 -4.387  -0.841
C: 3.086 10.229 -7.192  -0.939
H: 1.577 7.247 -4.715  0.284
H: 0.323 6.960 -5.912  0.227
H: 0.205 9.063 -3.696  0.286
H: -0.743 7.584 -3.803  0.198
H: -0.994 8.901 -4.969  0.354
H: 3.533 9.394 -7.724  0.316
H: 3.834 10.989 -6.980  0.376
H: 2.262 10.658 -7.756  0.320
O: -2.124 -0.362 5.911  -0.643
S: -3.154 0.466 6.463  1.381
O: -4.401 -0.084 6.886  -0.638
O: -3.442 1.656 5.450  -0.305
C: -3.729 1.291 4.081  -0.110
C: -5.149 0.801 3.891  -0.938
C: -2.503 1.435 7.779  -1.110
H: -3.004 0.549 3.737  0.207
H: -3.575 2.197 3.495  0.249
H: -5.309 -0.151 4.395  0.241
H: -5.356 0.667 2.829  0.276
H: -5.858 1.516 4.308  0.324
H: -1.582 1.906 7.448  0.333
H: -2.307 0.760 8.609  0.379
H: -3.243 2.178 8.063  0.347
O: -2.420 -6.043 8.346  -0.649
S: -3.801 -6.145 7.986  1.233
O: -4.176 -6.398 6.630  -0.610
O: -4.562 -4.854 8.509  -0.270
C: -4.024 -3.563 8.141  -0.499
C: -4.357 -3.176 6.718  -0.447
C: -4.602 -7.311 9.032  -0.935
H: -2.947 -3.551 8.316  0.350
H: -4.475 -2.855 8.834  0.262
H: -3.846 -3.824 6.005  0.351
H: -4.050 -2.145 6.535  -0.036
H: -5.428 -3.267 6.533  0.290
H: -4.348 -7.089 10.064  0.314
H: -4.236 -8.297 8.754  0.371
H: -5.674 -7.247 8.869  0.313

***

> Among the records above, which one has the highest E_HOMO?

C36H78N4O5

***

> What is the formula in the third record?

C36H81ClIN4O21P4S7

***

> Which value of Kohn-Sham gap does entry 3 give?

5.6 eV